Entry 1:
The following is a DFT calculation (ωB97M-V/def2-TZVPD) of a 2-piece molecular cluster, C2H3F2I overall in a non-equilibrium geometry.

The energy above the lowest of the compared OMol25 structures with the same formula, charge and spin comes out at 368.8 kJ/mol. The calculation puts the HOMO energy at -0.35556 hartree. The calculation puts the orbital gap at 9.08 eV. As for the total energy: -575.28614 Ha.

ORCA input file:
```
! wB97M-V def2-TZVPD RIJCOSX def2/J DEFGRID3
* xyz 0 1
C -0.219 -0.045 -0.918
C 0.169 1.274 -0.376
F -0.233 -0.017 -2.279
F 1.350 1.747 -0.725
I -1.307 2.854 -0.487
H -1.295 -0.107 -0.723
H 0.358 -1.046 -0.588
H 0.560 0.686 1.341
*
```

***

Entry 2:
The following is a DFT calculation (ωB97M-V/def2-TZVPD) of C45H47BN6SbTaTe as an isolated structure in a non-equilibrium geometry.

The calculation puts the HOMO energy at -0.67776 hartree. The calculation puts the orbital gap at 5.19 eV. As for the total energy: -2660.24906 Ha.

ORCA input file:
```
! wB97M-V def2-TZVPD RIJCOSX def2/J DEFGRID3
* xyz 4 1
Ta -0.464 0.077 -0.395
C 1.956 2.091 -4.814
C 1.175 2.176 -3.556
C 0.523 3.290 -2.998
C 0.064 2.896 -1.764
N 0.286 1.541 -1.632
N 1.064 1.156 -2.700
B 1.953 -0.082 -2.411
N 2.418 0.010 -0.890
N 1.480 0.064 0.121
C 2.129 0.142 1.308
C 3.484 0.107 1.077
C 3.636 0.013 -0.319
C 4.891 -0.047 -1.108
C 1.286 0.381 2.456
C 1.747 1.083 3.569
C 0.870 1.434 4.586
C -0.475 1.107 4.502
C -0.958 0.393 3.405
C -0.065 0.016 2.410
N 1.038 -1.306 -2.513
N 0.202 -1.603 -1.424
C 0.034 -2.995 -1.481
C 0.494 -3.445 -2.692
C 1.147 -2.373 -3.303
C 1.950 -2.378 -4.550
C -0.166 -3.826 -0.294
C -0.484 -5.180 -0.446
C -0.453 -6.032 0.645
C -0.108 -5.546 1.901
C 0.231 -4.205 2.062
C 0.224 -3.359 0.966
C -0.319 3.639 -0.571
C -0.727 4.969 -0.627
C -0.898 5.687 0.546
C -0.676 5.086 1.779
C -0.281 3.756 1.853
C -0.083 3.049 0.680
H 1.810 2.992 -5.404
H 1.646 1.230 -5.406
H 3.022 1.993 -4.599
H 0.521 4.287 -3.409
H 2.878 -0.148 -3.143
H 4.283 0.156 1.796
H 5.751 0.040 -0.450
H 4.930 0.762 -1.839
H 4.964 -0.995 -1.645
H 2.783 1.387 3.625
H 1.242 1.978 5.444
H -1.149 1.375 5.305
H -1.989 0.079 3.375
H -0.457 -0.805 1.750
H 0.547 -4.470 -3.021
H 1.834 -3.330 -5.061
H 3.009 -2.234 -4.328
H 1.632 -1.581 -5.223
H -0.758 -5.571 -1.419
H -0.692 -7.079 0.518
H -0.072 -6.218 2.748
H 0.552 -3.840 3.029
H 0.621 -2.355 1.075
H -0.899 5.447 -1.584
H -1.198 6.726 0.500
H -0.791 5.664 2.687
H -0.067 3.300 2.812
H 0.451 2.099 0.749
Te -2.948 1.676 -0.666
C -4.967 1.019 -0.702
C -5.736 1.048 0.457
C -7.108 0.873 0.353
C -7.703 0.712 -0.893
C -6.932 0.749 -2.046
C -5.557 0.916 -1.959
C -3.447 3.394 0.448
C -3.916 4.470 -0.295
C -4.480 5.539 0.388
C -4.577 5.513 1.773
C -4.107 4.423 2.492
C -3.535 3.342 1.831
H -5.304 1.244 1.427
H -7.719 0.890 1.246
H -8.776 0.590 -0.964
H -7.401 0.670 -3.018
H -4.976 0.983 -2.871
H -3.867 4.485 -1.377
H -4.859 6.386 -0.169
H -5.033 6.344 2.295
H -4.194 4.407 3.571
H -3.172 2.490 2.393
C -3.197 -3.839 0.487
Sb -2.806 -1.821 0.019
C -3.702 -1.803 -1.905
C -3.700 -1.051 1.788
H -4.278 -3.821 0.648
H -2.686 -4.146 1.394
H -2.957 -4.490 -0.343
H -4.716 -2.196 -1.861
H -3.067 -2.494 -2.465
H -3.697 -0.840 -2.396
H -4.735 -1.372 1.891
H -3.628 0.027 1.862
H -3.107 -1.529 2.571
*
```

***

Entry 3:
The following is a DFT calculation (ωB97M-V/def2-TZVPD) of the molecule C5H12N2O in a non-equilibrium geometry.

The energy above the lowest of the compared OMol25 structures with the same formula, charge and spin comes out at 492.6 kJ/mol. The calculation puts the HOMO energy at -0.30621 hartree. The calculation puts the orbital gap at 9.29 eV. As for the total energy: -382.31489 Ha.

ORCA input file:
```
! wB97M-V def2-TZVPD RIJCOSX def2/J DEFGRID3
* xyz 0 1
C 0.729 1.461 1.442
C 0.972 1.374 -0.051
N -0.013 1.414 -0.979
C -1.170 0.550 -0.659
C -0.642 -0.872 -0.645
C -1.186 -1.768 0.440
N 1.098 -0.717 -0.356
O 1.668 -0.696 -1.686
H 0.366 2.458 1.696
H 0.010 0.722 1.794
H 1.680 1.312 1.962
H 1.862 1.934 -0.374
H -1.904 0.668 -1.463
H -1.626 0.828 0.300
H -0.691 -1.332 -1.632
H -1.061 -1.334 1.435
H -0.716 -2.755 0.422
H -2.264 -1.903 0.283
H 1.580 -1.507 0.077
H 1.310 0.165 -2.006
*
```

***

Entry 4:
The following is a DFT calculation (ωB97M-V/def2-TZVPD) of the molecule C2H2O2S2 in a non-equilibrium geometry.

The energy above the lowest of the compared OMol25 structures with the same formula, charge and spin comes out at 54.2 kJ/mol. The calculation puts the HOMO energy at -0.34826 hartree. The calculation puts the orbital gap at 7.98 eV. As for the total energy: -1024.24198 Ha.

ORCA input file:
```
! wB97M-V def2-TZVPD RIJCOSX def2/J DEFGRID3
* xyz 0 1
O -1.077 1.683 -0.200
C -0.684 0.504 -0.034
S -1.752 -0.818 0.057
C 0.779 0.346 0.140
O 1.397 1.494 0.176
S 1.556 -1.113 -0.104
H -0.752 -1.822 0.338
H 0.749 2.218 -0.040
*
```

***

Question: Look up the total energy of the third one.
Answer: -382.31489 Ha

***

Question: Which value of orbital gap does entry 1 give?
Answer: 9.08 eV

***

Question: Number 1 is which compound?
Answer: C2H3F2I